C6H11N2S | ωB97M-V with the def2-TZVPD basis set

```
20
Properties=species:S:1:pos:R:3:nbo_charge:R:1
C 0.1065 -0.7873 1.1708 -0.622
C 0.4235 -0.1206 -0.1142 0.075
C 1.6769 0.7830 -0.1292 -0.617
C 0.4671 -1.1580 -1.3798 -0.576
N -0.6859 0.6446 -0.5196 0.101
N -1.8410 0.5272 -0.4535 0.089
C -3.0622 0.9106 -0.4408 -0.005
C -3.4467 1.9790 0.4105 -0.396
S -4.9556 2.6076 0.2204 0.274
H -0.3850 -0.1025 1.7288 0.213
H -0.5273 -1.7295 0.8858 0.230
H 0.9917 -1.1145 1.6841 0.256
H 1.5762 1.4526 0.7008 0.231
H 2.5794 0.0500 -0.0905 0.245
H 1.8850 1.3949 -1.0464 0.251
H -0.3203 -1.8992 -1.4230 0.233
H 0.4309 -0.4531 -2.3223 0.236
H 1.4809 -1.5890 -1.2403 0.250
H -3.7343 0.4881 -1.2080 0.284
H -2.7642 2.6316 0.9399 0.248
```

Summary:
- E_LUMO (alpha / beta) (eV) = -5.9 / -5.9
- orbital gap (alpha / beta) (eV) = 7.25 / 7.26
- calculated total energy (Ha) = -742.50728
- ΔE to the lowest compared entry with this formula, charge and spin (kcal/mol) = 126.8
- total charge = +1
- HOMO (alpha / beta) (eV) = -13.20 / -13.20
- SMILES = CC(C)(C)N=[N+]=CC=S